Record 1
DFT (ωB97M-V with the def2-TZVPD basis set) results for a structure of composition C24H45CeNP2Si at a distorted geometry.

Geometry (Å):
1 P 0.364 0.200 -4.379
2 P 0.002 3.221 -3.415
3 C 1.104 1.495 -5.530
4 C 1.417 2.700 -4.634
5 H 0.372 1.848 -6.325
6 H 1.975 1.019 -6.095
7 H 2.348 2.550 -4.002
8 H 1.485 3.565 -5.335
9 C -1.668 3.281 -4.082
10 H -2.328 3.703 -3.307
11 H -2.089 2.284 -4.299
12 H -1.650 3.917 -4.971
13 C 0.722 4.883 -3.154
14 H -0.050 5.629 -3.353
15 H 1.572 5.068 -3.827
16 H 1.053 4.949 -2.099
17 C -0.664 -0.426 -5.883
18 H -0.710 -1.530 -5.813
19 H -0.117 -0.169 -6.810
20 H -1.683 -0.020 -6.017
21 C 1.531 -1.151 -4.847
22 H 2.383 -1.177 -4.164
23 H 1.858 -0.962 -5.880
24 H 0.981 -2.108 -4.859
25 Ce 1.122 1.643 -1.788
26 C -2.551 -1.804 -2.519
27 C -2.883 -1.772 -3.825
28 C -3.099 -2.951 -4.755
29 C -3.227 -4.258 -3.947
30 C -1.909 -4.767 -3.426
31 C -0.698 -4.186 -3.175
32 C -0.181 -2.990 -2.403
33 C -1.193 -1.974 -1.862
34 C 2.189 0.041 -0.545
35 H -3.292 -1.864 -1.706
36 H -2.597 -0.880 -4.417
37 H -2.201 -2.912 -5.389
38 H -3.974 -2.887 -5.427
39 H -3.840 -4.029 -3.050
40 H -3.675 -5.040 -4.586
41 H -1.983 -5.867 -3.271
42 H 0.200 -4.806 -3.403
43 H 0.568 -2.522 -3.071
44 H 0.406 -3.337 -1.508
45 H -1.447 -2.199 -0.803
46 H -0.595 -1.041 -1.669
47 H 3.242 -0.138 -0.281
48 H 1.675 -0.865 -0.921
49 H 1.629 0.383 0.384
50 C -2.150 1.787 -0.746
51 Si -1.260 2.143 0.874
52 C -2.036 3.637 1.662
53 C -1.421 0.651 1.955
54 N 0.492 2.346 0.598
55 C 1.345 2.701 1.626
56 C 2.699 3.024 1.334
57 C 3.670 2.846 2.349
58 C 3.267 2.614 3.676
59 C 1.893 2.517 3.999
60 C 0.937 2.647 2.984
61 H -3.172 1.514 -0.415
62 H -1.781 0.954 -1.368
63 H -2.239 2.684 -1.373
64 H -2.971 3.347 2.157
65 H -1.417 4.112 2.427
66 H -2.289 4.419 0.939
67 H -1.131 -0.248 1.404
68 H -0.799 0.710 2.852
69 H -2.469 0.569 2.262
70 H 2.966 3.317 0.325
71 H 4.718 2.865 2.111
72 H 4.011 2.526 4.454
73 H 1.618 2.363 5.024
74 H -0.104 2.715 3.289

Total energy (Eh): -2442.6394
Spin multiplicity: 1
Charge: +2
Kohn-Sham gap (spin up / spin down) (eV): 4.69 / 4.71

Here are the Mulliken charges for atoms 1 to 8, given in e: 1.367 1.386 -0.715 -1.231 0.387 0.466 0.369 0.595

Record 2
DFT (ωB97M-V with the def2-TZVPD basis set) results for a structure of composition C24H45Cl3CuN3O4Si at a distorted geometry.

Geometry (Å):
1 C -1.417 -0.433 -5.351
2 C -0.804 -1.214 -4.197
3 H -1.343 -1.091 -6.235
4 H -0.878 0.503 -5.594
5 H -2.487 -0.139 -5.225
6 C -0.310 -2.466 -4.370
7 C -0.410 -3.320 -5.610
8 H 0.163 -2.982 -3.525
9 H 0.181 -2.958 -6.472
10 H -1.433 -3.500 -5.991
11 H -0.036 -4.334 -5.394
12 Cu -1.137 1.880 2.385
13 Cl 0.619 3.178 2.098
14 C -0.618 -1.512 2.892
15 O -0.217 -0.360 2.668
16 N 0.127 -2.571 3.310
17 C 1.575 -2.603 3.210
18 C -0.517 -3.675 4.009
19 H -1.679 -1.794 2.776
20 H 1.939 -1.595 3.013
21 H 1.887 -3.259 2.383
22 H 1.982 -3.002 4.152
23 H -1.486 -3.326 4.385
24 H 0.112 -4.015 4.847
25 H -0.718 -4.538 3.348
26 H 0.514 2.087 6.261
27 H -0.442 5.684 6.184
28 C 0.893 3.009 5.799
29 C -0.044 5.291 5.240
30 N -0.169 3.836 5.240
31 H 1.641 2.676 5.055
32 C -1.224 3.263 4.636
33 O -1.267 2.025 4.383
34 H -0.634 5.721 4.418
35 H -2.030 3.969 4.372
36 H 1.379 3.633 6.567
37 H 1.002 5.605 5.124
38 H 2.496 0.725 -2.156
39 H 2.604 -1.402 -3.472
40 C 3.062 0.357 -1.304
41 C 3.508 -1.535 -2.859
42 N 3.241 -1.073 -1.489
43 H 2.486 0.551 -0.391
44 C 3.477 -1.820 -0.365
45 O 3.378 -1.360 0.773
46 H 3.741 -2.610 -2.852
47 H 3.788 -2.871 -0.558
48 H 4.051 0.846 -1.244
49 H 4.314 -0.928 -3.293
50 O -0.003 0.438 -2.455
51 C -0.947 -0.590 -2.769
52 C 0.279 -2.251 -1.299
53 C -0.912 -1.651 -1.666
54 H 1.194 -1.802 -1.698
55 C 0.281 -3.385 -0.487
56 H -2.019 -0.291 -2.794
57 C -2.114 -2.092 -1.126
58 H 1.234 -3.840 -0.229
59 C -0.928 -3.895 0.006
60 C -2.119 -3.235 -0.336
61 H -3.016 -1.509 -1.381
62 H -0.948 -4.752 0.686
63 H -3.081 -3.576 0.041
64 Si -0.399 2.183 -1.728
65 Cl -0.833 0.963 0.332
66 C 1.358 2.931 -1.690
67 C -1.206 3.839 -0.901
68 C -1.452 2.122 -3.300
69 H 1.968 2.324 -2.379
70 H 1.742 2.899 -0.654
71 H 1.442 4.000 -1.968
72 H -0.861 1.653 -4.108
73 H -1.926 3.017 -3.707
74 H -2.263 1.445 -2.940
75 H -1.690 3.582 0.057
76 H -1.958 4.319 -1.561
77 H -0.428 4.587 -0.648
78 Cl -3.879 2.816 1.813
79 C -3.025 1.412 2.331
80 H -3.266 1.192 3.367
81 H -3.082 0.593 1.613

Total energy (Eh): -4717.2990
Spin multiplicity: 2
Charge: -1
Expectation value of S²: 0.754
Kohn-Sham gap (spin up / spin down) (eV): 6.58 / 7.43

Here are the Mulliken charges for atoms 1 to 8, given in e: -1.664 0.338 0.515 0.312 0.286 0.468 -1.796 0.166

Record 3
DFT (ωB97M-V with the def2-TZVPD basis set) results for a cluster of 8 separate species, C24H45FO24 in total at a distorted geometry.

Geometry (Å):
1 O 13.409 -22.380 5.743
2 C 13.474 -22.999 4.687
3 O 14.398 -22.745 3.798
4 C 14.142 -23.264 2.500
5 C 12.947 -24.130 2.855
6 F 13.266 -25.396 2.580
7 O 12.778 -23.973 4.255
8 H 13.937 -22.477 1.774
9 H 14.973 -23.881 2.158
10 H 12.024 -23.979 2.296
11 C 21.751 -26.722 3.995
12 O 20.795 -25.834 3.349
13 C 21.377 -24.845 2.600
14 O 22.580 -24.779 2.260
15 O 20.559 -23.757 2.514
16 C 20.935 -22.718 1.539
17 H 21.303 -27.533 4.569
18 H 22.354 -26.170 4.716
19 H 22.295 -27.357 3.296
20 H 20.059 -22.281 1.060
21 H 21.452 -23.238 0.733
22 H 21.625 -21.999 1.980
23 C 0.774 -27.995 2.404
24 O 2.044 -28.271 1.967
25 C 3.163 -27.884 2.688
26 O 3.154 -27.201 3.717
27 O 4.203 -28.259 2.052
28 C 5.504 -28.014 2.579
29 H 0.765 -28.098 3.489
30 H 0.105 -28.765 2.019
31 H 0.575 -26.983 2.049
32 H 6.127 -28.880 2.355
33 H 5.557 -27.993 3.667
34 H 5.920 -27.078 2.205
35 C 17.143 -16.691 4.018
36 O 16.672 -15.639 3.245
37 C 15.918 -15.857 2.209
38 O 15.549 -16.955 1.788
39 O 15.553 -14.707 1.712
40 C 14.540 -14.558 0.682
41 H 17.730 -16.169 4.775
42 H 17.658 -17.491 3.487
43 H 16.297 -17.199 4.481
44 H 13.572 -14.766 1.139
45 H 14.558 -15.273 -0.141
46 H 14.626 -13.571 0.228
47 C 15.783 -26.169 -3.034
48 O 16.969 -26.700 -2.505
49 C 16.958 -27.973 -2.078
50 O 16.041 -28.799 -2.048
51 O 18.186 -28.137 -1.590
52 C 18.618 -29.387 -1.101
53 H 15.829 -25.140 -3.393
54 H 14.978 -26.399 -2.335
55 H 15.381 -26.605 -3.949
56 H 18.115 -30.283 -1.465
57 H 18.568 -29.332 -0.014
58 H 19.685 -29.365 -1.322
59 C 18.638 -32.274 9.226
60 O 18.262 -30.895 9.552
61 C 17.665 -30.166 8.524
62 O 17.503 -30.569 7.357
63 O 17.329 -28.980 9.016
64 C 16.585 -28.163 8.222
65 H 19.584 -32.289 8.686
66 H 17.845 -32.764 8.661
67 H 18.833 -32.895 10.100
68 H 16.721 -27.189 8.691
69 H 15.576 -28.571 8.280
70 H 16.875 -28.114 7.172
71 C 6.989 -16.894 11.142
72 O 7.610 -16.895 9.849
73 C 8.955 -17.060 9.965
74 O 9.614 -17.238 11.000
75 O 9.450 -16.745 8.750
76 C 10.825 -16.331 8.674
77 H 5.928 -16.651 11.075
78 H 7.398 -16.171 11.848
79 H 7.007 -17.857 11.652
80 H 11.357 -17.080 8.087
81 H 11.316 -16.185 9.636
82 H 10.983 -15.392 8.145
83 C 8.335 -19.190 2.378
84 O 6.970 -19.353 2.275
85 C 6.396 -20.501 2.555
86 O 7.033 -21.503 2.751
87 O 5.059 -20.338 2.648
88 C 4.153 -21.334 2.953
89 H 8.636 -19.500 3.379
90 H 8.592 -18.199 2.005
91 H 8.825 -19.948 1.767
92 H 3.135 -21.025 3.187
93 H 4.527 -21.844 3.841
94 H 4.154 -21.973 2.070

Total energy (Eh): -2846.9996
Spin multiplicity: 1
Kohn-Sham gap (eV): 10.86
Structure (SMILES): O=C1OC[C@@H](F)O1.COC(=O)OC.COC(=O)OC.COC(=O)OC.COC(=O)OC.COC(=O)OC.COC(=O)OC.COC(=O)OC

Here are the Mulliken charges for atoms 1 to 8, given in e: -0.583 0.752 -0.355 -0.256 0.344 -0.286 -0.312 0.231